# 1
A structure of composition C18H38KN3O6Si. Source: the OMol25 dataset; level of theory: wB97M-V/def2-TZVPD.

CARTESIAN COORDINATES (ANGSTROEM)
K1 -0.261326 1.554131 0.271749
C1 2.066580 -0.946059 -0.062687
O1 2.018296 0.422919 -0.481712
H1 3.097369 -1.295654 0.017199
H2 1.511145 -1.589741 -0.747118
H3 1.596558 -0.985735 0.916341
H4 2.459842 0.497227 -1.331634
C2 -4.321250 0.088528 2.483390
C3 -5.080018 -0.655013 1.382320
C4 -6.579462 -0.584483 1.645715
C5 -4.638218 -2.115584 1.302149
O2 -4.864735 0.003951 0.142918
Si1 -3.485810 -0.057333 -0.802270
O3 -2.155310 -0.131404 0.029427
O4 -3.627236 1.273700 -1.790677
C6 -4.008170 2.624517 -1.577696
C7 -3.982561 3.282979 -2.953077
C8 -2.986057 3.289851 -0.655790
C9 -5.404912 2.751836 -0.975522
O5 -3.623051 -1.358040 -1.809117
C10 -4.417921 -1.576168 -2.968051
C11 -3.754588 -0.902804 -4.167176
C12 -5.836273 -1.045072 -2.773343
C13 -4.452828 -3.086543 -3.169635
H5 -4.493425 -0.372751 3.459629
H6 -4.669456 1.123254 2.527674
H7 -3.255920 0.090654 2.254365
H8 -6.837406 -1.080876 2.583741
H9 -7.123055 -1.066038 0.831310
H10 -6.898242 0.457759 1.700988
H11 -4.820820 -2.626124 2.251645
H12 -3.576950 -2.176230 1.056789
H13 -5.188774 -2.632668 0.515177
H14 -2.993871 3.173309 -3.402193
H15 -4.224303 4.345343 -2.884488
H16 -4.711167 2.799650 -3.605689
H17 -1.992010 3.224380 -1.107007
H18 -2.984699 2.788261 0.316033
H19 -3.220804 4.344614 -0.501261
H20 -6.129672 2.210081 -1.584875
H21 -5.693129 3.804993 -0.946214
H22 -5.440553 2.339025 0.030153
H23 -3.708668 0.174884 -4.012644
H24 -4.312781 -1.109446 -5.083078
H25 -2.737919 -1.282667 -4.285091
H26 -5.824526 0.036161 -2.631836
H27 -6.293849 -1.499630 -1.893321
H28 -6.447401 -1.275909 -3.648480
H29 -3.436616 -3.468760 -3.276483
H30 -5.025187 -3.349021 -4.061519
H31 -4.911604 -3.566993 -2.303626
C14 0.707602 2.136836 5.565520
N1 0.266256 1.025875 4.738254
C15 -0.318727 -0.089183 5.253035
C16 -0.833896 -1.062337 4.465562
C17 -0.733567 -0.865323 3.047923
N2 -0.011788 0.130834 2.564660
C18 0.393824 1.140483 3.347457
O6 0.821014 2.195030 2.877648
N3 -1.348073 -1.646249 2.148379
H32 0.518522 1.891143 6.607995
H33 0.166538 3.040742 5.293912
H34 1.769505 2.319949 5.415497
H35 -0.376391 -0.136255 6.332505
H36 -1.336396 -1.916682 4.892322
H37 -2.024776 -2.310723 2.484943
H38 -1.576005 -1.177998 1.244585

Cartesian forces, eV/Å:
K -0.0904 0.0416 0.0274
C -0.0131 0.0180 -0.0073
O 0.0762 -0.0654 -0.1106
H 0.0061 0.0043 0.0096
H -0.0052 -0.0017 -0.0032
H -0.0093 -0.0076 0.0054
H 0.0299 -0.0185 -0.0032
C -0.0374 0.0010 -0.0447
C -0.0336 0.0313 0.0654
C -0.0162 0.0064 -0.0189
C 0.0306 0.0158 -0.0186
O 0.1348 0.0271 -0.1094
Si -0.3050 0.0028 -0.0174
O 0.2921 0.0263 0.1743
O -0.1797 -0.1162 -0.0018
C 0.1557 0.0100 0.0353
C 0.0294 0.0009 0.0072
C -0.0388 0.0153 0.0279
C -0.0064 -0.0248 -0.0203
O 0.1493 0.0856 0.0053
C -0.0580 -0.0072 -0.0137
C 0.0013 0.0020 0.0154
C 0.0137 0.0075 -0.0077
C 0.0034 -0.0092 0.0149
H 0.0298 -0.0120 -0.0045
H 0.0013 -0.0094 0.0037
H -0.0467 0.0354 0.0395
H 0.0036 0.0092 -0.0012
H 0.0000 -0.0037 0.0090
H -0.0081 -0.0073 -0.0047
H 0.0027 0.0059 -0.0077
H -0.1118 -0.0400 -0.0579
H -0.0096 -0.0037 0.0027
H -0.0078 -0.0017 -0.0033
H -0.0016 -0.0049 -0.0022
H 0.0065 0.0049 -0.0025
H -0.0243 0.0318 -0.0253
H 0.0162 0.0035 -0.0110
H 0.0041 -0.0054 0.0070
H 0.0073 0.0007 -0.0034
H -0.0112 -0.0065 0.0067
H 0.0022 0.0007 -0.0050
H 0.0065 -0.0096 -0.0055
H -0.0022 -0.0006 0.0020
H -0.0069 0.0058 -0.0012
H -0.0047 -0.0090 0.0044
H -0.0009 0.0045 -0.0025
H -0.0041 -0.0005 0.0049
H -0.0090 -0.0036 0.0008
H 0.0024 0.0007 0.0014
H 0.0024 -0.0045 -0.0068
C 0.0030 -0.0284 -0.0013
N -0.0749 -0.4903 -0.0695
C -0.0638 -0.0383 -0.0779
C 0.0202 0.1076 0.1503
C -0.0525 -0.2593 -0.1056
N -0.3381 -0.1249 -0.2850
C 0.0400 0.7091 0.1005
O 0.2330 0.0844 0.0779
N 0.2298 -0.0303 0.4695
H 0.0065 0.0013 0.0030
H -0.0071 0.0081 0.0040
H 0.0043 0.0002 -0.0073
H 0.0005 0.0057 0.0002
H 0.0069 0.0068 0.0068
H 0.0846 -0.0173 0.0915
H -0.0578 0.0395 -0.3056

For the HOMO energy, the calculation gives -8.650 eV. As for the gap between HOMO and LUMO: 8.8 eV. Its charge is 0.

natural (NBO) population analysis, charges in e, atoms 1 to 6: K 0.952; C -0.261; O -0.754; H 0.168; H 0.176; H 0.207

=====

# 2
A structure of composition C18H38LiN2O2 in a non-equilibrium geometry. Source: the OMol25 dataset; level of theory: wB97M-V/def2-TZVPD.

CARTESIAN COORDINATES (ANGSTROEM)
Li1 0.144315 -0.084553 -0.393421
C1 -0.795942 -2.468878 2.507024
C2 0.366317 -2.055183 1.698035
C3 1.639597 -2.820758 2.015839
C4 1.717907 -4.149528 1.373927
C5 1.545916 -3.954172 -0.132385
C6 0.290780 -3.396880 -0.512626
N1 0.077772 -2.127792 0.248917
O1 -1.222131 -1.560086 -0.009898
C7 -0.822526 -4.388750 -0.133241
C8 0.212134 -2.979712 -1.925648
C9 0.565902 -0.525996 1.961401
H1 -0.871505 -1.941960 3.455653
H2 -0.827386 -3.566011 2.719408
H3 -1.781379 -2.278009 2.108020
H4 1.650839 -2.935609 3.136281
H5 2.544230 -2.277605 1.902016
H6 1.031371 -4.910124 1.683904
H7 2.788002 -4.554494 1.611315
H8 1.630361 -5.005238 -0.459722
H9 2.469307 -3.399418 -0.518060
H10 -1.919400 -2.206672 0.279796
H11 -0.520331 -5.375562 -0.426130
H12 -1.780977 -4.202371 -0.640303
H13 -1.089245 -4.526763 0.856172
H14 0.603597 -1.926862 -2.048173
H15 -0.836536 -2.962218 -2.292749
H16 0.858295 -3.458450 -2.594267
H17 0.786062 -0.392467 3.027153
H18 -0.281313 0.113396 1.709712
H19 1.402016 -0.128491 1.414924
C10 0.955979 3.758282 -2.118415
C11 0.950061 2.997145 -0.841645
C12 0.903853 3.826432 0.374120
C13 -0.452731 4.383272 0.477917
C14 -1.524611 3.325539 0.616263
C15 -1.563675 2.410760 -0.520953
N2 -0.174529 1.994892 -0.893071
O2 0.011661 0.991848 -1.931220
C16 -2.170604 2.999002 -1.729412
C17 -2.452785 1.183807 -0.008854
C18 2.306175 2.267544 -0.829650
H20 0.131982 4.508251 -2.268150
H21 0.960804 3.089040 -2.929098
H22 1.849866 4.362152 -2.237529
H23 1.560275 4.625318 0.238117
H24 1.103032 3.219344 1.181614
H25 -0.640438 5.090873 -0.401491
H26 -0.454929 5.026065 1.320718
H27 -2.384859 3.852579 0.788621
H28 -1.277030 2.792852 1.547412
H29 -0.112284 1.367259 -2.782397
H30 -1.930101 4.045442 -1.930366
H31 -3.286100 3.012324 -1.729865
H32 -1.827030 2.424305 -2.549537
H33 -2.468091 0.411480 -0.820612
H34 -3.473615 1.545971 0.055564
H35 -2.140548 0.699956 0.905725
H36 3.178263 2.946508 -0.659823
H37 2.477850 1.808793 -1.868245
H38 2.368110 1.480183 -0.078616

Cartesian forces, eV/Å:
Li -0.2016 -0.1893 -0.1230
C -1.4357 -2.0842 1.7820
C 0.0223 2.1441 -0.8812
C -1.0665 -0.0926 3.0975
C 2.7098 -0.4273 -0.5633
C 4.7609 -1.9149 0.7808
C -3.3142 1.1830 1.2085
N 0.3522 0.7361 -0.2645
O 0.0861 -1.1072 -0.0078
C -0.5982 -0.1956 -2.3294
C -1.0642 2.4572 -1.3796
C 0.1974 -0.6161 0.7296
H 0.4712 -0.1297 0.2419
H 0.2867 0.7973 0.0535
H -0.1282 0.2822 -0.5191
H -0.2524 0.0085 -0.7592
H 0.7092 0.8084 -0.9314
H -0.5589 -0.1765 0.6719
H -1.9274 0.4376 -0.6249
H -0.0432 0.6136 -0.8353
H -1.3434 -0.4954 0.2529
H 0.7954 0.7191 -0.3538
H 0.1068 -0.5787 -0.5464
H 0.3484 0.1055 -0.1710
H -0.0154 0.2932 2.2955
H -0.5129 -0.8081 0.3807
H 0.7986 -0.1270 0.0133
H 0.6409 -1.5773 -0.9132
H -0.0623 0.1831 -0.2227
H -0.3670 -0.3092 0.2300
H 0.7924 0.0137 -0.2926
C -0.7714 2.8366 -0.3406
C 1.2724 -1.8216 -1.5629
C -1.9545 0.0802 -1.5781
C -0.9766 1.8717 -0.9636
C 3.5133 0.5494 1.4960
C -0.8588 -2.5388 -0.3131
N 1.3244 -1.0286 2.3241
O -0.4893 0.4517 2.1597
C -2.2064 1.3259 -0.6896
C 0.6266 0.0131 -2.6577
C 0.7526 -0.7881 -1.7793
H 0.5507 -0.9548 0.2488
H -0.0837 -0.7981 -1.2719
H 0.3666 -0.0370 0.1532
H 1.5725 1.0421 0.1264
H 0.8083 -1.1163 2.1412
H 0.0562 -0.9918 1.0408
H -0.4064 0.7165 0.9897
H -2.7195 0.7399 0.1099
H -0.1888 -0.1071 -0.1617
H -0.2916 0.7082 -1.4417
H 0.3775 -0.1427 0.2320
H 0.7257 -0.3693 0.0759
H -0.1417 -0.4522 -1.2234
H -0.0647 0.4835 0.6633
H -0.0709 0.0756 0.3185
H 0.1932 0.2572 0.2615
H -0.9518 -0.2794 -0.0584
H -0.0624 0.3941 1.5790
H -0.0883 -0.0736 0.1025

For the HOMO energy, the calculation gives -12.481 eV. As for the gap between HOMO and LUMO: 10.3 eV. Its charge is +1. The relative energy (zero: lowest compared OMol25 entry of this formula, charge and spin) comes out at 0.00 kcal per mole.

natural (NBO) population analysis, charges in e, atoms 1 to 6: Li 0.890; C -0.647; C 0.097; C -0.418; C -0.399; C -0.411